73
Properties=species:S:1:pos:R:3:mulliken_charge:R:1 method="wB97M-V/def2-TZVPD" homo_energy_ha="-0.633 / -0.633" lumo_ev="-8.424 / -8.387" multiplicity=5 charge=+3 gap_ev="8.8 / 8.8"
Ho 0.74 0.01 -0.59 0.162
C 3.80 1.53 -0.66 -0.658
C 3.53 1.61 0.83 -0.913
N 2.11 1.34 1.14 0.059
C 1.92 0.64 2.44 -0.434
C 2.55 -0.75 2.49 -0.976
S 2.44 -1.75 0.96 0.058
C 4.08 -1.54 0.19 -0.779
C 4.03 -0.91 -1.19 -0.748
N 3.20 0.32 -1.29 0.123
H 3.35 2.39 -1.16 0.364
H 4.87 1.58 -0.85 0.440
H 4.15 0.90 1.37 0.274
H 3.82 2.60 1.18 0.429
H 1.64 2.23 1.24 0.301
H 2.34 1.23 3.26 0.548
H 0.85 0.57 2.61 0.017
H 3.61 -0.72 2.75 0.556
H 2.06 -1.33 3.26 0.541
H 4.71 -0.98 0.88 0.467
H 4.51 -2.54 0.11 0.597
H 5.06 -0.71 -1.51 0.482
H 3.61 -1.64 -1.89 0.309
H 3.19 0.53 -2.28 -0.151
C -0.82 1.74 -3.93 -0.902
C -1.97 1.49 -2.96 -0.820
S -1.93 -0.05 -2.03 0.221
C -1.95 -1.31 -3.34 -0.990
C -0.96 -2.43 -3.09 -0.826
S 0.78 -1.93 -2.90 0.095
C 1.09 -1.07 -4.47 -0.825
C 1.62 0.36 -4.39 -1.040
S 0.84 1.49 -3.22 0.097
H -0.86 2.76 -4.28 0.615
H -0.88 1.09 -4.81 0.472
H -2.92 1.53 -3.51 0.558
H -2.01 2.27 -2.20 0.281
H -1.77 -0.81 -4.29 0.456
H -2.95 -1.72 -3.38 0.591
H -0.99 -3.15 -3.91 0.590
H -1.19 -2.97 -2.18 0.337
H 0.16 -1.12 -5.04 0.454
H 1.82 -1.68 -5.02 0.604
H 1.53 0.83 -5.37 0.606
H 2.68 0.37 -4.16 0.460
O -3.80 2.75 4.34 -0.492
C -3.31 3.63 3.37 -0.650
C -2.46 2.85 2.40 -0.128
C -1.71 3.48 1.42 -1.032
C -0.95 2.71 0.58 -0.814
N -0.90 1.37 0.64 0.660
C -1.65 0.75 1.56 0.271
C -2.42 1.46 2.47 -0.422
C -1.62 -0.75 1.57 0.587
C -2.45 -1.49 2.39 -0.556
C -2.41 -2.88 2.34 -0.091
C -3.32 -3.67 3.25 -0.643
O -3.47 -2.92 4.43 -0.529
C -1.53 -3.49 1.45 -1.216
C -0.74 -2.68 0.67 -0.667
N -0.76 -1.34 0.72 0.529
H -4.35 3.22 4.97 0.335
H -2.70 4.43 3.80 0.384
H -4.11 4.11 2.80 0.368
H -1.72 4.56 1.31 0.521
H -0.33 3.19 -0.18 0.637
H -2.99 0.97 3.24 0.818
H -3.12 -1.02 3.09 0.725
H -2.89 -4.66 3.43 0.410
H -4.27 -3.81 2.73 0.312
H -4.04 -3.39 5.05 0.332
H -1.46 -4.56 1.38 0.495
H -0.02 -3.13 -0.01 0.752

70
Properties=species:S:1:pos:R:3:mulliken_charge:R:1 method="wB97M-V/def2-TZVPD" homo_energy_ha=-0.273 lumo_ev=0.290 gap_ev=7.7
V 1.91 -0.12 0.69 -0.262
N 5.39 -2.31 1.46 -0.405
C 4.46 -1.36 1.31 0.533
O 3.42 -1.60 0.67 -0.530
C 4.62 -0.01 1.91 -0.228
C 3.76 0.91 1.04 -1.437
H 5.24 -3.22 1.06 0.255
H 6.24 -2.12 1.95 0.203
H 5.67 0.28 1.98 0.477
H 4.22 -0.06 2.93 0.052
H 4.29 1.11 0.11 0.643
H 3.56 1.86 1.54 0.395
C -3.92 -2.58 -2.47 -1.132
Si -2.43 -2.98 -1.41 0.017
C -1.14 -3.79 -2.49 -0.980
C -2.93 -4.13 -0.02 -1.124
C -1.84 -1.36 -0.65 0.651
C -2.75 -0.33 -0.45 -0.094
C -2.38 0.89 0.12 -1.805
C -1.05 1.07 0.44 -1.054
N -0.16 0.10 0.25 1.302
C -0.53 -1.10 -0.22 0.098
S 0.87 -2.14 -0.18 -0.401
H -4.28 -3.48 -2.97 0.359
H -3.65 -1.85 -3.25 0.311
H -4.75 -2.17 -1.90 0.365
H -1.60 -4.62 -3.04 0.385
H -0.31 -4.19 -1.90 0.341
H -0.72 -3.09 -3.21 0.295
H -3.32 -5.08 -0.41 0.356
H -3.70 -3.68 0.61 0.331
H -2.07 -4.36 0.61 0.322
H -3.78 -0.46 -0.75 0.287
H -3.09 1.68 0.27 0.455
H -0.67 1.99 0.85 1.212
C 1.68 -1.39 4.25 -1.546
C 1.12 -0.10 3.63 1.262
C -0.41 -0.13 3.66 -1.539
C 1.65 1.13 4.35 -1.494
N 1.54 -0.05 2.25 0.024
H 1.35 -1.48 5.28 0.463
H 2.77 -1.38 4.23 0.281
H 1.33 -2.25 3.68 0.344
H -0.76 -0.24 4.69 0.515
H -0.78 -0.97 3.07 0.279
H -0.82 0.79 3.25 0.304
H 1.34 1.13 5.40 0.438
H 1.28 2.04 3.88 0.316
H 2.75 1.16 4.32 0.275
C -3.38 3.25 -3.61 -1.680
C -2.06 2.89 -2.98 0.701
C -1.38 1.73 -3.33 -0.940
C -0.16 1.39 -2.77 1.139
C 0.55 0.15 -3.25 -1.635
C 0.40 2.23 -1.80 0.030
Se 2.07 1.79 -0.94 0.140
C -0.25 3.42 -1.45 1.108
C 0.33 4.37 -0.44 -1.591
C -1.47 3.73 -2.04 -0.975
H -3.83 2.38 -4.10 0.368
H -3.26 4.03 -4.36 0.338
H -4.08 3.62 -2.86 0.373
H -1.82 1.07 -4.08 0.270
H -0.03 -0.34 -4.03 0.392
H 0.71 -0.57 -2.44 0.177
H 1.53 0.40 -3.64 0.343
H 0.48 3.89 0.53 0.254
H -0.33 5.23 -0.31 0.395
H 1.31 4.73 -0.75 0.360
H -1.97 4.65 -1.76 0.319

73
Properties=species:S:1:pos:R:3:mulliken_charge:R:1 method="wB97M-V/def2-TZVPD" homo_energy_ha="-0.401 / -0.420" lumo_ev="-2.882 / -4.226" multiplicity=4 charge=+1 gap_ev="8.0 / 7.2"
Re -0.24 1.17 0.65 0.797
C 6.32 4.83 -1.03 -1.438
C 5.43 3.63 -0.91 0.819
C 4.20 3.58 -1.55 -0.793
C 3.38 2.47 -1.45 -0.404
C 3.81 1.39 -0.68 0.368
C 5.04 1.41 -0.04 -0.563
C 5.84 2.53 -0.16 -0.621
S 2.73 0.02 -0.45 1.090
O 1.85 -0.07 -1.58 -0.609
O 3.49 -1.10 0.02 -0.706
N 1.73 0.51 0.75 -0.183
C 1.80 0.30 2.10 1.105
C 2.79 -0.20 2.93 -0.836
C 2.50 -0.23 4.28 -0.353
C 1.28 0.23 4.78 -0.798
C 0.34 0.70 3.90 -0.187
N 0.60 0.73 2.58 -0.088
H 5.81 5.66 -1.52 0.357
H 7.21 4.59 -1.63 0.329
H 6.67 5.16 -0.05 0.359
H 3.87 4.42 -2.15 0.351
H 2.43 2.43 -1.96 0.456
H 5.36 0.55 0.53 0.476
H 6.80 2.55 0.34 0.418
H 3.72 -0.57 2.52 0.482
H 3.24 -0.61 4.97 0.442
H 1.06 0.21 5.84 0.411
H -0.63 1.07 4.21 0.474
O 0.32 3.03 0.55 -0.379
N 1.42 3.74 1.07 0.230
O 2.05 3.16 1.85 -0.188
C -3.59 3.25 0.18 -1.651
C -4.25 2.06 -0.55 1.862
C -5.28 2.59 -1.56 -1.864
C -4.99 1.26 0.53 -1.895
P -2.96 0.99 -1.36 0.791
N -1.72 0.87 -0.29 -0.464
C -2.24 1.76 -2.90 2.352
C -3.19 1.65 -4.10 -1.858
C -1.94 3.25 -2.64 -1.991
C -0.88 1.12 -3.26 -2.083
C -3.56 -0.76 -1.64 1.785
C -2.58 -1.49 -2.56 -1.965
C -4.97 -0.80 -2.25 -1.726
C -3.56 -1.53 -0.30 -1.670
H -4.39 3.80 0.68 0.541
H -3.07 3.94 -0.48 0.324
H -2.90 2.91 0.95 0.239
H -6.06 3.11 -1.00 0.526
H -5.76 1.79 -2.13 0.310
H -4.85 3.30 -2.26 0.309
H -5.63 1.96 1.08 0.595
H -4.30 0.81 1.25 0.339
H -5.63 0.49 0.12 0.298
H -4.17 2.07 -3.91 0.325
H -3.30 0.62 -4.44 0.275
H -2.75 2.21 -4.93 0.527
H -2.83 3.85 -2.52 0.325
H -1.41 3.63 -3.51 0.626
H -1.28 3.39 -1.77 0.264
H -0.96 0.09 -3.59 0.267
H -0.17 1.16 -2.44 0.368
H -0.47 1.70 -4.09 0.577
H -2.62 -1.13 -3.59 0.268
H -2.87 -2.54 -2.58 0.659
H -1.55 -1.44 -2.20 0.365
H -5.04 -0.27 -3.19 0.291
H -5.73 -0.42 -1.58 0.265
H -5.21 -1.85 -2.45 0.522
H -2.59 -1.47 0.19 0.281
H -3.75 -2.58 -0.54 0.517
H -4.33 -1.21 0.39 0.357

72
Properties=species:S:1:pos:R:3:mulliken_charge:R:1 method="wB97M-V/def2-TZVPD" homo_energy_ha=-0.321 lumo_ev=0.075 gap_ev=8.8
Cs 2.36 -0.78 -0.74 1.929
C 2.82 -2.01 3.70 -1.271
As 1.55 -1.42 2.32 0.490
C 0.96 0.23 3.23 -1.138
C 0.04 -2.59 2.76 0.089
C -0.49 -2.62 4.05 -0.416
C -1.59 -3.40 4.36 -0.845
C -2.16 -4.19 3.38 -0.715
C -1.62 -4.19 2.10 -0.161
C -0.52 -3.41 1.77 -0.019
As 0.21 -3.32 -0.05 0.318
C -1.12 -4.41 -1.02 -1.416
C 1.55 -4.75 0.10 -1.129
H 2.37 -2.13 4.68 0.375
H 3.61 -1.26 3.76 0.410
H 3.28 -2.96 3.40 0.325
H 0.67 0.08 4.27 0.469
H 0.12 0.66 2.69 0.195
H 1.79 0.93 3.19 0.426
H -0.05 -2.00 4.82 0.253
H -1.99 -3.40 5.36 0.397
H -3.02 -4.80 3.60 0.391
H -2.09 -4.81 1.34 0.298
H -1.21 -5.43 -0.63 0.390
H -0.78 -4.47 -2.06 0.409
H -2.10 -3.93 -1.01 0.372
H 1.18 -5.59 0.70 0.371
H 2.48 -4.38 0.54 0.304
H 1.76 -5.11 -0.91 0.443
O 4.62 0.35 -3.67 -0.609
Cl 4.26 -0.85 -3.03 1.880
O 4.89 -1.96 -3.62 -0.692
O 2.83 -1.02 -3.10 -0.832
O 4.59 -0.77 -1.63 -0.953
C -0.31 3.34 1.48 -1.822
C -0.26 3.70 -0.01 1.568
C -1.58 4.38 -0.37 -1.855
C 0.91 4.66 -0.24 -2.001
P 0.16 2.04 -0.87 0.090
C -1.46 1.18 -0.68 0.281
C -1.47 0.08 0.18 0.111
C -2.62 -0.66 0.40 -0.434
C -3.79 -0.31 -0.25 -0.873
C -3.80 0.76 -1.12 -0.773
C -2.65 1.50 -1.33 0.092
C 0.33 2.30 -2.75 1.848
C -0.46 3.42 -3.44 -1.889
C -0.03 0.96 -3.39 -1.526
C 1.82 2.57 -2.97 -1.710
H -0.48 4.23 2.08 0.554
H 0.64 2.89 1.80 0.340
H -1.11 2.63 1.68 0.322
H -1.67 5.31 0.20 0.535
H -2.43 3.75 -0.11 0.370
H -1.64 4.63 -1.42 0.263
H 0.85 5.50 0.45 0.504
H 0.91 5.05 -1.25 0.310
H 1.86 4.15 -0.07 0.407
H -0.55 -0.20 0.70 0.068
H -2.60 -1.49 1.09 0.470
H -4.69 -0.88 -0.08 0.424
H -4.71 1.03 -1.64 0.446
H -2.68 2.34 -2.02 0.228
H -1.54 3.29 -3.36 0.250
H -0.21 3.41 -4.50 0.554
H -0.20 4.40 -3.06 0.304
H -1.10 0.74 -3.29 0.351
H 0.53 0.15 -2.92 0.245
H 0.23 0.97 -4.44 0.512
H 2.13 3.51 -2.52 0.289
H 2.04 2.61 -4.04 0.534
H 2.42 1.76 -2.56 0.277

90
Properties=species:S:1:pos:R:3:mulliken_charge:R:1 method="wB97M-V/def2-TZVPD" homo_energy_ha=-0.380 smiles="CCOC(=O)C(F)(F)F.CCOC(=O)C(F)(F)F.CCOC(=O)C(F)(F)F.ClCCCl.ClCCCl.ClCCCl.ClCCCl.ClCCCl.ClCCCl" lumo_ev=0.446 gap_ev=10.8
C 4.57 3.61 -2.96 -1.260
C 3.28 3.29 -2.17 -0.096
O 2.49 2.35 -2.70 -0.168
C 1.57 2.68 -3.70 0.350
O 1.51 3.77 -4.26 -0.532
C 0.61 1.50 -4.09 0.839
F -0.59 1.71 -3.63 -0.245
F 0.49 1.36 -5.41 -0.259
F 1.08 0.33 -3.59 -0.241
H 5.42 3.03 -2.60 0.346
H 4.85 4.66 -3.01 0.319
H 4.68 3.23 -3.98 0.349
H 2.71 4.17 -1.89 0.246
H 3.64 2.91 -1.21 0.369
C -0.25 8.24 0.78 -1.113
C -0.06 6.98 1.63 -0.301
O 0.15 5.87 0.73 -0.169
C 0.14 4.59 1.15 0.155
O 0.27 4.23 2.36 -0.561
C 0.11 3.61 -0.13 1.013
F 1.31 2.89 -0.19 -0.151
F -0.93 2.80 0.05 -0.246
F -0.09 4.28 -1.25 -0.261
H -0.63 9.10 1.33 0.367
H -1.05 8.03 0.07 0.306
H 0.64 8.40 0.18 0.294
H -0.87 6.87 2.35 0.331
H 0.85 6.95 2.23 0.320
C 6.12 -6.51 -2.96 -1.140
C 4.82 -7.02 -2.41 -0.203
O 4.07 -5.86 -1.96 -0.177
C 2.82 -5.88 -1.55 0.279
O 2.09 -6.85 -1.72 -0.575
C 2.36 -4.55 -0.78 0.999
F 1.72 -4.92 0.29 -0.235
F 3.46 -3.80 -0.57 -0.284
F 1.47 -3.87 -1.55 -0.266
H 6.49 -7.23 -3.68 0.352
H 6.79 -6.45 -2.11 0.303
H 6.19 -5.51 -3.41 0.325
H 4.92 -7.82 -1.68 0.327
H 4.22 -7.36 -3.26 0.269
Cl -5.58 -0.67 -4.21 -0.229
C -4.40 0.18 -3.14 -0.208
C -5.08 1.13 -2.13 -0.322
Cl -3.79 1.84 -1.16 -0.067
H -3.76 0.81 -3.77 0.292
H -3.84 -0.68 -2.79 0.051
H -5.76 0.58 -1.48 0.132
H -5.69 1.92 -2.56 0.348
Cl -5.49 -6.04 0.54 -0.211
C -5.67 -4.29 0.55 -0.141
C -6.63 -3.71 -0.50 -0.359
Cl -7.14 -2.06 -0.04 -0.185
H -4.63 -3.98 0.45 -0.050
H -6.03 -4.08 1.56 0.324
H -7.42 -4.46 -0.50 0.362
H -6.17 -3.66 -1.49 0.260
Cl -3.05 1.17 2.35 -0.090
C -4.31 0.01 2.76 -0.181
C -5.25 0.75 3.75 -0.501
Cl -6.50 -0.36 4.47 -0.225
H -3.99 -0.90 3.28 0.261
H -4.80 -0.15 1.80 0.123
H -5.84 1.58 3.36 0.327
H -4.64 1.18 4.54 0.311
Cl -2.68 -2.01 -0.46 -0.199
C -1.40 -1.02 0.34 0.269
C -0.02 -1.10 -0.29 -0.095
Cl 1.17 -0.43 0.88 -0.068
H -1.29 -1.39 1.36 0.046
H -1.74 0.02 0.37 -0.302
H -0.02 -0.43 -1.16 0.169
H 0.25 -2.15 -0.39 0.152
Cl 3.72 -2.08 3.99 -0.185
C 4.31 -1.47 2.44 -0.274
C 4.61 0.12 2.64 0.022
Cl 5.30 0.83 1.15 -0.215
H 3.68 -1.66 1.57 0.083
H 5.27 -1.97 2.28 0.397
H 5.22 0.23 3.54 0.442
H 3.60 0.52 2.67 -0.268
Cl 1.55 1.74 3.91 -0.164
C 0.13 0.80 4.35 -0.010
C 0.40 -0.75 4.36 -0.129
Cl -1.16 -1.56 4.46 -0.211
H -0.58 1.00 3.54 -0.216
H -0.24 1.08 5.33 0.434
H 1.00 -1.02 5.22 0.422
H 0.93 -1.22 3.53 -0.097

87
Properties=species:S:1:pos:R:3:mulliken_charge:R:1 method="wB97M-V/def2-TZVPD" homo_energy_ha=-0.390 lumo_ev=-2.925 charge=+1 gap_ev=7.7
C 4.18 3.01 -2.29 -1.633
C 3.16 1.95 -2.65 0.257
F 3.76 0.70 -2.51 -0.367
C 1.95 1.97 -1.72 -1.083
C 0.70 1.40 -2.39 -1.934
C 0.76 -0.03 -2.97 0.947
P 0.44 0.19 -4.78 0.234
O 1.27 1.34 -5.23 -0.672
N -0.02 -0.99 -2.17 0.543
C 0.08 -2.43 -2.52 -0.839
N 0.46 -2.61 -3.90 -0.376
C -0.15 -0.73 -0.76 0.313
C -0.89 -1.82 0.02 0.063
C -0.12 -3.09 0.42 -1.619
C 0.06 -3.16 1.93 -0.639
S -1.57 -3.38 2.68 -0.145
C -1.35 -3.13 4.39 0.020
S -2.49 -3.60 5.42 -0.083
N -0.24 -2.36 4.79 0.362
C 1.10 -2.68 4.72 -0.093
C 1.75 -1.60 5.23 -0.843
N 0.86 -0.62 5.60 -0.555
C -0.31 -1.12 5.35 -0.630
N 1.18 -0.55 -0.05 -0.224
C 2.19 -1.13 -0.40 0.795
O 3.23 -1.62 -0.68 -0.519
C -0.95 0.59 -0.52 2.287
C -2.49 0.45 -0.49 -3.605
C -3.19 -0.10 0.78 -0.180
C -4.35 0.80 1.18 -1.201
S -4.88 0.57 2.90 -0.132
C -4.30 2.08 3.64 0.006
S -5.32 3.26 4.05 -0.158
N -2.93 2.15 3.91 0.324
C -2.17 1.17 4.51 -0.363
C -0.92 1.68 4.56 -0.835
N -0.88 2.93 4.00 -0.625
C -2.09 3.19 3.63 -0.235
P -0.60 1.48 1.10 -0.336
O -1.72 2.40 1.27 -0.646
O 0.76 2.28 0.91 -0.408
O -0.41 0.42 2.25 -0.066
N -0.60 1.64 -1.62 -0.118
P -1.94 2.02 -2.81 0.505
O -2.81 3.06 -2.27 -0.636
H 4.74 2.68 -1.42 0.379
H 4.87 3.16 -3.11 0.417
H 3.71 3.97 -2.09 0.413
H 2.85 2.09 -3.68 0.345
H 2.22 1.52 -0.78 0.079
H 1.74 3.02 -1.51 0.735
H 0.63 2.06 -3.26 1.136
H 1.83 -0.29 -2.95 0.061
H 0.63 -0.95 -5.53 0.133
H -0.94 0.46 -4.87 0.103
H -0.87 -2.90 -2.31 0.314
H 0.84 -2.90 -1.92 0.483
H -0.34 -2.84 -4.47 0.289
H 1.10 -3.38 -3.99 0.250
H -1.84 -2.05 -0.45 0.951
H -1.13 -1.36 0.96 -0.480
H -0.69 -3.97 0.11 0.311
H 0.87 -3.21 -0.02 0.444
H 0.54 -2.26 2.30 0.241
H 0.66 -4.02 2.19 0.689
H 1.46 -3.61 4.35 0.516
H 2.81 -1.51 5.35 0.437
H -1.23 -0.61 5.55 0.732
H -2.86 1.46 -0.55 1.139
H -2.85 -0.12 -1.34 0.574
H -3.57 -1.10 0.57 0.803
H -2.56 -0.21 1.66 -0.461
H -4.06 1.83 1.07 0.432
H -5.22 0.61 0.56 0.589
H -2.56 0.23 4.85 0.603
H -0.05 1.22 5.00 0.813
H -2.46 4.06 3.14 0.495
H 1.51 2.00 1.44 0.441
H 0.50 0.26 2.52 0.398
H -0.52 2.55 -1.16 1.007
H -2.47 0.77 -3.10 0.139
H -1.21 2.41 -3.93 0.166
C 5.21 -0.87 -5.10 -0.294
Cl 3.64 -1.59 -4.67 -0.090
Cl 6.17 -1.95 -6.10 -0.149
H 5.01 0.04 -5.65 0.288
H 5.75 -0.67 -4.18 0.270